DFT (ωB97M-V/def2-TZVPD) results for 9 unconnected molecules or ions with the total composition C25H67NO9S8 at a distorted geometry.

Geometry as XYZ:
```
110
Properties=species:S:1:pos:R:3:mulliken_charge:R:1
C 0.47351 -0.08918 -1.75070 -0.242
S 1.21931 -0.63117 -0.14312 0.231
O 0.62978 0.22621 1.00442 -0.397
C 0.57208 -2.34219 -0.02533 -0.683
H 0.48397 0.98563 -1.93171 0.113
H -0.56156 -0.42752 -1.70325 -0.163
H 0.83426 -0.72007 -2.56307 0.385
H 0.54747 -2.80280 -1.01292 0.205
H -0.38744 -2.47693 0.47392 0.133
H 1.38728 -2.77224 0.55658 0.467
C 1.20929 4.47185 -2.10014 -0.864
S 0.16542 5.46682 -1.01149 0.534
O -0.54372 6.36133 -2.03582 -0.726
C -1.04496 4.13628 -0.55071 -0.773
H 2.16184 4.94704 -2.33454 0.446
H 0.73084 4.02931 -2.97383 0.270
H 1.54238 3.68028 -1.42889 0.253
H -0.46524 3.22624 -0.39623 -0.063
H -1.65404 4.01079 -1.44590 0.446
H -1.62607 4.34663 0.34716 0.469
C -4.63774 -1.04025 -0.08208 -0.486
S -3.65561 -0.28229 1.24621 0.308
O -2.86069 -1.36801 1.93693 -0.517
C -2.54167 0.82099 0.18627 -0.021
H -5.47367 -0.36582 -0.26767 0.397
H -5.10288 -1.96692 0.25414 0.363
H -4.04138 -1.12327 -0.99068 -0.160
H -2.07319 1.66127 0.69867 -0.027
H -3.03306 1.23137 -0.69590 0.211
H -1.75731 0.18612 -0.22583 -0.141
C -4.37249 0.60855 -5.18096 -1.015
S -3.75438 0.55325 -3.46388 0.541
O -3.10915 -0.82628 -3.36857 -0.603
C -2.34234 1.78250 -3.67339 -0.624
H -5.32882 1.13154 -5.18146 0.336
H -4.43143 -0.42460 -5.52334 0.331
H -3.62817 0.96377 -5.89364 0.325
H -1.66706 1.76151 -2.81802 -0.283
H -2.70320 2.76028 -3.99249 0.600
H -1.69023 1.47623 -4.49134 0.396
C -2.53783 -5.87439 -3.12192 -1.114
S -1.93593 -4.32698 -2.32924 0.631
O -0.63717 -4.81291 -1.78055 -0.565
C -3.16444 -4.16093 -0.97649 -0.481
H -2.64069 -6.68748 -2.40331 0.313
H -1.83755 -6.36574 -3.79740 0.340
H -3.52147 -5.74117 -3.57225 0.372
H -2.99799 -4.94623 -0.23912 0.261
H -4.24969 -4.13717 -1.07533 0.564
H -2.86474 -3.25770 -0.44503 -0.325
C 2.32654 -5.95135 -2.36554 -0.704
S 1.76988 -7.48136 -1.59043 0.643
O 3.02738 -7.99933 -0.91593 -0.677
C 1.72783 -8.37756 -3.24789 -1.027
H 1.97907 -5.11902 -1.75349 -0.073
H 1.90776 -5.70564 -3.34143 0.337
H 3.40269 -6.00208 -2.53115 0.481
H 1.33047 -9.39059 -3.18488 0.348
H 2.75331 -8.50642 -3.59411 0.364
H 1.25282 -7.73827 -3.99205 0.279
C 2.97142 0.27009 -5.28089 -0.851
S 2.30149 1.96690 -5.33224 0.361
O 1.07015 1.96164 -4.45204 -0.426
C 3.48984 2.86747 -4.22815 -0.920
H 2.38456 -0.25091 -6.03736 0.323
H 2.94777 -0.18286 -4.28974 0.196
H 4.00698 0.11613 -5.58425 0.396
H 3.42628 2.58982 -3.17603 0.262
H 3.32636 3.94486 -4.25291 0.289
H 4.47320 2.62020 -4.62810 0.417
C -2.39194 -4.83288 2.61023 -0.598
S -0.58739 -5.21970 2.85255 0.484
O -0.53200 -6.30462 3.94583 -0.661
C -0.22551 -5.93362 1.23397 -0.478
H -2.50944 -4.05953 1.85114 -0.053
H -2.70707 -4.46402 3.58631 0.376
H -2.95024 -5.73479 2.35929 0.374
H 0.28570 -5.24101 0.56535 -0.029
H -1.13224 -6.23773 0.71104 0.173
H 0.49727 -6.74919 1.21087 0.452
C 1.59783 1.99374 3.41739 -1.622
C 0.67900 3.15832 4.07928 1.242
C 0.59842 2.92549 5.60180 -1.468
C 1.97454 3.14705 6.30422 -0.788
C 2.47044 4.57335 6.10670 -0.973
C 2.46076 5.02433 4.65875 1.522
N 1.24121 4.49713 3.85416 0.261
O 1.25032 4.86996 2.50632 -0.331
C 2.28238 6.55435 4.71055 -1.937
C 3.86953 4.75219 3.99800 -1.801
C -0.83473 3.24667 3.63417 -1.284
H 2.66352 1.88047 3.61630 0.280
H 1.46616 2.08453 2.33919 0.296
H 1.23498 0.98309 3.60456 0.480
H -0.13291 3.60719 6.03601 0.468
H 0.29131 1.87969 5.61140 0.486
H 2.64809 2.49093 5.75292 0.319
H 1.97623 2.86394 7.35681 0.405
H 3.43275 4.50056 6.61343 0.442
H 1.70119 5.15489 6.61481 0.363
H 2.87816 7.01955 5.49587 0.376
H 2.65401 7.12299 3.85812 0.363
H 1.21466 6.71157 4.86337 0.474
H 4.18986 3.71340 4.07813 0.358
H 3.94013 5.04112 2.94936 0.339
H 4.62127 5.26194 4.60061 0.489
H -0.83160 3.68392 2.63572 0.052
H -1.58232 3.70586 4.28097 0.371
H -1.26349 2.26264 3.44455 0.459
H 0.60277 5.57850 2.52209 0.334
```

Summary:
**E_HOMO**: -7.94 eV
**Energy above the lowest of the compared OMol25 structures with the same formula, charge and spin**: 0.0 kcal per mole
**LUMO**: -0.027 eV
**Energy**: -133599.791 eV
**Gap between HOMO and LUMO**: 7.91 eV

DFT (ωB97M-V/def2-TZVPD) results for a molecular structure, C23H39Cl3LuN3O3SSi at a distorted geometry.

Geometry as XYZ:
```
74
Properties=species:S:1:pos:R:3:mulliken_charge:R:1
C -2.31290 -2.06849 -4.12355 -1.931
C -1.50162 -2.29653 -2.84261 1.001
H -2.70546 -3.04624 -4.47360 0.539
H -1.59647 -1.70438 -4.88672 0.206
H -3.15755 -1.36626 -3.99221 0.278
C -0.56788 -3.27521 -2.80013 0.095
C -0.27207 -4.28341 -3.83351 -1.514
H -0.06009 -3.53263 -1.88535 0.180
H 0.21415 -3.92621 -4.75200 0.260
H -1.24415 -4.70253 -4.14706 0.306
H 0.33739 -5.07230 -3.35379 0.382
Lu 0.95863 1.68287 1.74793 1.407
Cl -1.57410 1.76455 1.59956 -0.722
Cl 2.02879 3.41105 0.44943 -0.662
H 1.11397 6.36749 4.85267 0.344
H -1.23729 6.74899 4.31231 0.329
C 1.30032 5.88097 3.89322 -0.955
C -1.01933 6.33552 3.31283 -0.854
N 0.02972 5.33794 3.41739 0.120
H 2.01212 5.09613 3.94788 0.275
C -0.17675 4.03796 3.23349 0.326
O 0.66759 3.14645 3.32489 -0.732
H -1.87437 5.80106 2.91160 0.282
H -1.20646 3.78203 2.89540 0.302
H 1.62398 6.67928 3.21265 0.320
H -0.71379 7.17925 2.68713 0.304
H 2.18608 -0.62686 -2.02998 0.249
H 2.35325 -3.57652 -0.89326 0.154
C 3.08676 -0.64208 -1.37870 -0.997
C 3.23224 -3.01869 -0.50133 -0.738
N 2.89165 -1.60677 -0.24996 0.334
H 3.32028 0.37435 -0.99107 0.237
C 2.87074 -1.16726 1.04111 0.005
O 2.87982 0.01115 1.38654 -0.755
H 3.54878 -3.44667 0.47438 0.361
H 2.80725 -2.02500 1.77733 0.299
H 3.93028 -1.04274 -1.96075 0.415
H 4.04933 -3.03260 -1.22629 0.364
O -1.08605 -0.59862 -2.25183 -0.375
C -1.84634 -1.53104 -1.57263 -0.461
C -0.13030 -2.44838 0.07159 1.104
C -1.41006 -2.10639 -0.32909 0.959
H 0.75185 -2.33937 -0.52873 0.773
C 0.17832 -3.17866 1.22745 -1.312
H -2.87830 -1.22993 -1.72700 0.506
C -2.43885 -2.40608 0.60660 -1.244
H 1.17133 -3.32407 1.63653 0.242
C -0.87004 -3.71983 1.97936 -0.884
C -2.17005 -3.24121 1.74108 -0.701
H -3.48986 -2.21338 0.35692 0.377
H -0.65843 -4.31791 2.90278 0.461
H -2.96627 -3.55366 2.44179 0.370
Si -1.05501 1.28071 -2.86936 0.751
Cl 0.61643 0.16625 -0.18659 -0.006
C 0.68644 2.13453 -2.99560 -0.873
C -1.81236 2.61737 -1.68542 -1.051
C -1.94762 1.05647 -4.40892 -0.814
H 1.35161 2.24097 -2.10603 0.115
H 0.41847 3.19214 -3.27746 0.309
H 1.26701 1.76014 -3.87532 0.313
H -1.36377 0.24574 -4.93232 0.118
H -1.78728 2.06997 -4.84601 0.377
H -3.06781 0.82453 -4.26508 0.213
H -2.73031 2.28032 -1.20860 0.316
H -2.07885 3.35511 -2.44296 0.407
H -1.14397 3.12724 -0.97400 0.182
S -0.71660 -1.88988 4.74596 -0.127
C 1.02422 -1.83620 4.88341 -0.483
C 1.52789 -0.77349 4.08886 -0.972
N 0.53390 -0.09126 3.38327 0.294
C -0.65164 -0.59781 3.60867 -0.219
H 1.58539 -2.48202 5.46775 0.528
H 2.51953 -0.46166 4.01671 0.678
H -1.55545 -0.18833 3.16831 0.320
```

Summary:
**E_HOMO**: -6.46 eV
**Energy above the lowest of the compared OMol25 structures with the same formula, charge and spin**: 127.8 kcal per mole
**LUMO**: 0.357 eV
**Energy**: -125000.987 eV
**Gap between HOMO and LUMO**: 6.81 eV

DFT (ωB97M-V/def2-TZVPD) results for a single C4H5NO molecule at a distorted geometry.

Geometry as XYZ:
```
11
Properties=species:S:1:pos:R:3:nbo_charge:R:1
C 1.74938 -0.21658 -0.03158 -0.668
C 0.24169 -0.12026 -0.18813 0.141
C -0.86513 0.81143 -0.03567 -0.371
C -1.90631 0.11004 0.02761 0.124
H 2.41531 -1.03123 0.06841 0.260
H 2.06112 0.04615 1.05276 0.227
H 2.32497 0.27526 -0.71546 0.221
H -0.98401 1.94020 -0.06142 0.239
H -3.02206 0.63674 -0.02437 0.214
N -0.34435 -1.28346 -0.05556 -0.123
O -1.67061 -1.16830 -0.03659 -0.264
```

Summary:
**E_HOMO**: -10.17 eV
**Energy above the lowest of the compared OMol25 structures with the same formula, charge and spin**: 84.2 kcal per mole
**LUMO**: 0.999 eV
**Energy**: -7762.875 eV
**SMILES**: Cc1ccon1
**Gap between HOMO and LUMO**: 11.17 eV

DFT (ωB97M-V/def2-TZVPD) results for a single C2HN3O2 molecule at a distorted geometry.

Geometry as XYZ:
```
8
Properties=species:S:1:pos:R:3:nbo_charge:R:1
C 1.50638 -0.91935 0.10887 0.384
C -0.72133 0.18708 -0.05103 0.714
N 2.19842 -1.84096 0.00709 -0.250
N -1.68144 -0.49347 0.10715 -0.654
N 0.62586 0.08149 -0.04865 -0.228
O -0.37722 1.84145 0.04131 -0.289
O 0.99721 1.42970 0.06470 -0.082
H -2.54788 -0.28594 -0.22944 0.406
```

Summary:
**E_HOMO**: -10.19 eV
**Energy above the lowest of the compared OMol25 structures with the same formula, charge and spin**: 182.5 kcal per mole
**LUMO**: -0.111 eV
**Energy**: -10648.085 eV
**SMILES**: [H]/N=c1\oon1C#N
**Gap between HOMO and LUMO**: 10.08 eV

DFT (ωB97M-V/def2-TZVPD) results for 3 unconnected molecules or ions with the total composition C35H34ClF2O6P at a distorted geometry.

Geometry as XYZ:
```
79
Properties=species:S:1:pos:R:3:mulliken_charge:R:1
C 1.52297 3.43261 2.75760 -0.566
C 2.63575 4.30729 1.86668 0.535
O 3.90664 4.28916 2.27628 -0.547
O 2.08883 5.05919 0.72644 -0.297
C 2.71546 4.67947 -0.54934 -0.717
C 2.04926 3.37943 -1.29346 -0.168
C 0.41297 3.30201 -1.22847 0.486
C -0.61751 4.54416 -0.94053 -0.559
C -2.27569 4.32747 -0.92869 -0.433
C -2.98911 2.83961 -1.19150 0.011
O -4.44605 2.61666 -1.16532 -0.384
C -4.90028 2.04807 0.11319 -0.308
C -5.70513 3.25810 0.92467 0.306
C -7.08847 2.75713 1.65153 -1.082
O -4.76784 3.83871 1.89948 -0.535
C -1.92981 1.59321 -1.47501 0.556
C -0.27064 1.80202 -1.50298 0.126
C 0.68391 0.45901 -1.77773 -0.022
O 1.74932 0.44214 -2.58260 -0.468
C 0.16959 -0.92256 -0.98844 0.000
C 1.21384 -1.97424 -0.25461 -0.019
Cl 3.07648 -1.68903 -0.29455 -0.185
C 0.59305 -3.28017 0.52632 -0.186
C -1.03719 -3.46294 0.53823 0.448
P -1.85660 -4.95193 1.49066 0.126
C -2.92152 -4.04759 2.84741 -0.900
C -0.37433 -5.67725 2.50929 -0.878
C -2.11460 -2.43338 -0.19468 -0.659
C -1.48944 -1.13162 -0.97210 0.365
C -2.44450 0.02152 -1.71740 0.087
O -3.52721 -0.29509 -2.46311 -0.514
H 2.09562 2.59337 3.33822 0.275
H 0.76028 3.01343 1.94433 0.131
H 1.00114 4.18868 3.49826 0.272
H 3.85269 4.38907 -0.33123 0.383
H 2.78434 5.59343 -1.31415 0.302
H 2.45480 3.39080 -2.41604 0.270
H 2.55225 2.41409 -0.80621 0.258
H -0.20913 5.62193 -0.71871 0.255
H -3.03276 5.20415 -0.70001 0.281
H -4.01198 1.58580 0.74975 0.211
H -5.69275 1.17460 -0.00095 0.214
H -5.93883 4.08414 0.10423 0.271
H -8.00348 3.23382 1.07898 0.252
H -7.13855 3.07992 2.78214 0.290
H -7.24545 1.58317 1.63643 0.293
H -4.38380 3.08532 2.44999 0.334
H 1.36526 -4.01677 1.03739 0.190
H -2.36970 -3.01747 3.09098 0.276
H -2.94741 -4.64490 3.85342 0.316
H -3.98758 -3.73439 2.44227 0.266
H 0.35923 -6.30610 1.84232 0.261
H 0.24504 -4.78983 3.00296 0.261
H -0.80821 -6.29816 3.43078 0.327
H -3.27956 -2.57742 -0.18489 0.233
F 2.50827 -5.94196 2.14927 -0.212
C 3.29636 -6.45056 3.10576 0.421
C 3.53589 -7.81994 3.13855 -0.519
C 4.36053 -8.34927 4.13120 -0.423
C 4.92822 -7.50370 5.08750 -0.469
C 4.67770 -6.13122 5.04915 -0.403
C 3.86214 -5.60089 4.04983 -0.274
H 3.07961 -8.46227 2.39244 0.383
H 4.56031 -9.41752 4.16088 0.355
H 5.56775 -7.91757 5.86421 0.358
H 5.11733 -5.47561 5.79696 0.351
H 3.66408 -4.53534 3.99984 0.404
F 2.59457 4.14015 -8.70607 -0.316
C 2.14898 3.55883 -7.58441 0.218
C 1.07858 4.12370 -6.89971 -0.348
C 0.61099 3.51590 -5.73459 -0.493
C 1.22678 2.35483 -5.26078 -0.209
C 2.30377 1.79832 -5.95238 -0.475
C 2.76384 2.40007 -7.12339 -0.312
H 0.61819 5.03047 -7.27823 0.402
H -0.23026 3.94530 -5.19619 0.424
H 0.86461 1.88360 -4.34954 0.293
H 2.78408 0.89692 -5.57945 0.409
H 3.59407 1.97593 -7.67833 0.399
```

Summary:
**E_HOMO**: -8.56 eV
**LUMO**: -1.815 eV
**Energy**: -76353.514 eV
**SMILES**: CC(=O)OCCc1ccc(OC[C@@H](C)O)c2c1C(=O)c1c(Cl)cc(P(C)C)cc1C2=O.Fc1ccccc1.Fc1ccccc1
**Gap between HOMO and LUMO**: 6.75 eV

DFT (ωB97M-V/def2-TZVPD) results for a molecular structure, C20H40HgP2Si at a distorted geometry.

Geometry as XYZ:
```
64
Properties=species:S:1:pos:R:3:nbo_charge:R:1
P 0.38547 -1.42169 -2.94528 1.257
P 0.46930 1.99228 -1.83743 1.087
C 0.82530 0.09826 -3.91411 -0.729
C 1.55099 1.14010 -3.06163 -0.727
H -0.06024 0.51421 -4.41157 0.242
H 1.50288 -0.23253 -4.71277 0.223
H 2.35278 0.68933 -2.46135 0.228
H 1.99470 1.91123 -3.70808 0.217
C -0.17382 3.28969 -3.02089 -0.948
H -0.47128 4.16748 -2.43503 0.227
H -1.02077 3.00331 -3.65706 0.238
H 0.64829 3.60246 -3.68114 0.217
C 1.47589 3.14802 -0.83567 -0.970
H 1.48265 4.11940 -1.32288 0.226
H 2.50388 2.78483 -0.74077 0.243
H 1.01888 3.24565 0.15600 0.242
C -0.63641 -2.31152 -4.19162 -0.953
H -0.87271 -3.32282 -3.83349 0.246
H -0.07874 -2.38310 -5.12974 0.211
H -1.57731 -1.77786 -4.36019 0.252
C 1.88835 -2.43164 -3.00958 -0.984
H 2.78265 -1.80323 -3.08180 0.239
H 1.85390 -3.07994 -3.89436 0.232
H 1.95362 -3.06604 -2.12022 0.239
Hg 2.72697 0.70632 1.00130 0.229
C -1.52528 0.98111 -1.72498 -0.281
C -2.07853 0.27839 -2.81561 -0.334
C -3.34287 -0.48807 -2.64266 -0.418
C -3.31668 -1.69660 -1.67755 -0.439
C -2.09280 -2.47109 -1.77108 -0.400
C -0.77849 -1.99305 -1.46321 -0.415
C -0.55173 -0.95473 -0.32772 -0.417
C -1.46866 0.27143 -0.34876 -0.443
C 1.50142 -1.68017 2.69679 -0.675
H -1.98092 1.97875 -1.51426 0.192
H -1.91388 0.69597 -3.81466 0.172
H -3.68774 -0.82339 -3.63084 0.200
H -4.12759 0.22724 -2.31837 0.182
H -3.52349 -1.37288 -0.65387 0.180
H -4.11238 -2.37533 -1.99558 0.211
H -2.17787 -3.52430 -2.04706 0.190
H -0.18217 -2.88534 -1.20316 0.231
H 0.50721 -0.62803 -0.32024 0.183
H -0.65845 -1.48092 0.62720 0.206
H -2.49718 0.05077 -0.01986 0.214
H -1.05511 0.98131 0.39238 0.202
H 2.33124 -2.26066 3.13415 0.232
H 1.42632 -1.89902 1.61565 0.221
H 0.57733 -2.02032 3.19902 0.229
C 2.12787 -0.01600 6.84082 -1.095
Si 0.90181 0.70774 5.61332 1.594
C -0.73134 -0.13812 6.01594 -1.100
C 0.73200 2.47755 6.16400 -1.116
C 1.45127 0.55935 3.82157 -0.431
C 1.73080 -0.19710 2.81566 -0.207
H 1.60764 -0.11313 7.80299 0.236
H 2.97747 0.66573 6.97408 0.236
H 2.50819 -0.99957 6.55617 0.236
H -0.69824 -0.52279 7.04576 0.241
H -1.55994 0.57934 5.94860 0.239
H -0.94676 -0.98134 5.35207 0.239
H 1.11592 3.17607 5.41568 0.245
H -0.31951 2.70508 6.37634 0.237
H 1.30591 2.60394 7.09062 0.238
```

Summary:
**E_HOMO (alpha / beta)**: -5.30 / -5.31 eV
**Energy above the lowest of the compared OMol25 structures with the same formula, charge and spin**: 117.1 kcal per mole
**LUMO (alpha / beta)**: -0.500 / -0.528 eV
**Energy**: -52010.175 eV
**Gap between HOMO and LUMO (alpha / beta)**: 4.80 / 4.79 eV